Computed, not measured: a single C5H6N8O2 molecule in a non-equilibrium geometry, with the ωB97M-V functional and the def2-TZVPD basis.

Each line ends with the Mulliken charge.
Positions of all 21 atoms, in Å:
C1 1.99481 0.58811 -1.69598  -0.79
N1 1.73306 -0.38435 -0.69532  0.36
N2 2.58659 -1.27111 -0.28033  -0.60
N3 2.19650 -1.79006 0.80182  -0.27
C2 0.99556 -1.29138 1.15674  0.40
C3 0.13207 -1.49105 2.22986  -0.28
C4 -1.17013 -0.81331 2.22537  0.49
C5 -2.08243 -0.47643 3.27396  -0.17
N4 -3.17291 0.05596 2.69604  -0.59
N5 -2.87877 0.10827 1.38571  -0.12
N6 -1.65015 -0.30165 1.10445  -0.24
N7 0.60667 -2.10634 3.37986  1.03
O1 -0.11522 -2.07510 4.34546  -0.68
O2 1.72312 -2.55885 3.40003  -0.66
N8 0.68545 -0.41131 0.18755  -0.07
H1 3.05463 0.42263 -1.92487  0.34
H2 1.28480 0.40412 -2.53608  0.27
H3 1.74913 1.54000 -1.25840  0.31
H4 -2.14592 -0.85270 4.31972  0.40
H5 -3.44472 0.71427 0.80922  0.24
H6 -0.30007 -0.14304 0.11981  0.62

Results
energy above the lowest of the compared OMol25 structures with the same formula, charge and spin = 0.0 kcal per mole
net charge = 0
SMILES = CN1N=N/C(=C(/c2cn[nH]n2)[N+](=O)[O-])N1
HOMO level = -8.115 eV
molecular weight = 210.2 g mol⁻¹


Computed, not measured: a 2-piece molecular cluster, C5H6NO overall in a non-equilibrium geometry, with the ωB97M-V functional and the def2-TZVPD basis.

Each line ends with the Mulliken charge.
Positions of all 13 atoms, in Å:
C1 1.67364 -1.05291 -0.82044  -0.40
C2 -0.24025 -1.07557 1.07930  0.20
C3 -2.52072 0.41429 0.37221  -0.41
C4 -1.37489 1.08640 -0.11353  -0.11
C5 -0.98365 -0.18573 0.70933  -0.20
N1 2.71767 -0.61401 -1.00658  0.28
O1 3.86883 -0.00567 -0.85106  -0.28
H1 0.43648 -1.66280 1.68726  0.43
H2 -3.01301 0.68099 1.31828  0.25
H3 -3.04665 -0.16991 -0.26132  0.30
H4 -1.03453 1.09587 -1.16172  0.29
H5 -0.96131 1.88622 0.53976  0.24
H6 4.47839 -0.39715 -1.49150  0.40

Results
energy above the lowest of the compared OMol25 structures with the same formula, charge and spin = 187.6 kcal per mole
net charge = +1
HOMO level = -14.938 eV
molecular weight = 96.1 g mol⁻¹


Computed, not measured: a 2-piece molecular cluster, C5H6NO overall in a non-equilibrium geometry, with the ωB97M-V functional and the def2-TZVPD basis.

Each line ends with the Mulliken charge.
Positions of all 13 atoms, in Å:
C1 0.56961 -1.11728 0.44748  -0.55
C2 0.91138 -0.07734 1.30294  -0.18
C3 -0.18714 -0.59109 -0.57577  0.10
C4 0.32849 1.20305 0.86395  -0.60
C5 -0.44145 0.83050 -0.44825  -0.43
N1 -0.92547 -2.06360 -2.17262  0.32
O1 -1.85458 -1.74407 -2.77007  -0.03
H1 1.01935 -2.09374 0.64291  0.40
H2 1.48706 -0.09973 2.11989  0.56
H3 -0.33833 1.61246 1.58907  0.39
H4 1.18703 1.68671 0.61758  0.33
H5 -0.18636 1.31713 -1.32894  0.40
H6 -1.56961 1.13699 -0.28815  0.30

Results
energy above the lowest of the compared OMol25 structures with the same formula, charge and spin = 149.1 kcal per mole
net charge = +1
HOMO level (alpha / beta) = -13.711 / -13.715 eV
molecular weight = 96.1 g mol⁻¹